Here is 3 unconnected molecules or ions with the total composition C22H47FO9S from the OMol25 dataset. Energies are from ωB97M-V with the def2-TZVPD basis set.

The geometry in XYZ format:
```
80
Properties=species:S:1:pos:R:3:forces:R:3
C 3.1456 -1.5271 -2.4255 0.2969 0.0326 0.0161
C 3.0274 -0.0030 -2.3974 -0.4154 -0.4278 -0.1594
C 3.5694 0.7400 -3.6142 0.2932 0.3468 0.3233
C 5.0518 0.5146 -3.9412 -0.2782 0.0630 -0.2854
C 5.3420 -0.7767 -4.7318 0.1368 0.1664 -0.0504
C 6.5875 -1.5973 -4.3358 -0.1823 -0.3928 -0.1895
C 6.9901 -1.5320 -2.8770 0.3105 0.0653 0.0535
C 8.1943 -0.6391 -2.5843 -0.2641 -0.1354 0.0180
C 8.1199 -0.2562 -1.1314 -0.2126 -0.3713 0.0263
F 9.2295 0.4795 -0.7623 0.2567 0.1570 0.1095
C 8.0579 -1.4879 -0.2094 0.0881 0.2328 0.0574
S 7.3179 -3.0077 -0.8347 0.0534 -0.1186 0.2790
O 5.9534 -3.0075 -0.4090 -0.2025 0.1181 -0.1093
O 8.1655 -4.1017 -0.4963 0.0064 0.0072 -0.1249
O 7.3675 -2.8707 -2.4165 0.0567 0.2281 0.2056
H 4.1703 -1.8760 -2.2845 -0.0189 0.0200 0.0021
H 2.5649 -1.9612 -1.6137 -0.0747 -0.0772 -0.0109
H 2.7996 -1.9414 -3.3731 -0.1812 -0.0086 0.0297
H 1.9589 0.2214 -2.3322 0.0083 0.1660 0.0788
H 3.4769 0.3709 -1.4750 0.1293 0.1032 -0.0187
H 2.9453 0.5429 -4.4879 0.0367 -0.1407 -0.0901
H 3.4616 1.8079 -3.4033 -0.1388 0.0214 -0.0722
H 5.6132 0.5871 -3.0090 0.0791 -0.0652 0.0592
H 5.3711 1.3617 -4.5504 0.1642 0.0494 0.0697
H 4.4620 -1.4164 -4.7316 0.0268 -0.0528 0.1966
H 5.4793 -0.4892 -5.7748 -0.0811 -0.0803 -0.0669
H 6.3887 -2.6461 -4.5626 0.0031 -0.0031 -0.0131
H 7.4309 -1.3221 -4.9688 0.1365 0.0954 0.1079
H 6.1553 -1.2174 -2.2497 -0.2103 -0.0482 -0.1330
H 9.0941 -1.2333 -2.7446 0.1106 0.1008 -0.2347
H 8.2014 0.2305 -3.2384 0.0265 0.1125 0.0869
H 7.2517 0.3762 -0.9457 -0.0820 0.0733 -0.0560
H 7.4712 -1.2459 0.6732 -0.0130 -0.1419 0.0904
H 9.0646 -1.7394 0.1160 0.0860 -0.0916 -0.1848
C -4.4646 2.9784 -0.7603 -0.0533 -0.0569 0.0173
O -4.0139 1.6819 -1.0782 0.1638 0.0266 0.0280
C -3.5184 1.5989 -2.4032 -0.1307 -0.0351 0.0918
C -2.6887 0.3498 -2.5919 0.0047 -0.0104 -0.0990
O -1.3718 0.4533 -2.0729 -0.0075 -0.0264 0.0160
C -1.2334 0.3274 -0.6663 0.1301 0.0730 0.0122
C -1.3137 -1.0961 -0.1658 -0.1399 0.0096 0.1072
O -2.6612 -1.5297 -0.1019 0.0282 -0.0227 -0.1996
C -2.7663 -2.9329 -0.0226 -0.0510 0.0415 0.0777
H -5.2883 3.2864 -1.4151 0.0160 0.0312 -0.0079
H -4.8192 2.9610 0.2684 -0.0121 -0.0151 0.0046
H -3.6516 3.7094 -0.8403 -0.0243 0.0184 -0.0346
H -2.9015 2.4771 -2.6313 0.0071 0.0049 -0.0267
H -4.3659 1.5747 -3.1030 0.0422 0.0529 -0.0529
H -2.5590 0.2010 -3.6658 0.0076 -0.0077 0.0019
H -3.2079 -0.5215 -2.1882 -0.0387 0.0486 0.0745
H -1.9471 0.9651 -0.1406 -0.0724 -0.0870 0.0228
H -0.2286 0.6950 -0.4465 0.0043 0.0076 -0.0088
H -0.8724 -1.1431 0.8404 0.0785 -0.0494 -0.0347
H -0.7388 -1.7499 -0.8332 0.0441 0.0166 0.0003
H -2.3324 -3.4116 -0.9081 0.0325 -0.0165 0.0320
H -3.8249 -3.1799 0.0282 -0.0047 0.0088 0.0147
H -2.2676 -3.3205 0.8738 0.0188 -0.0257 -0.0209
C -3.7714 -0.5797 3.0276 0.0635 0.1153 -0.0336
O -4.6258 0.4046 3.5687 -0.1033 -0.1275 0.1323
C -5.8515 0.4797 2.8651 0.1444 0.1021 0.0013
C -6.8866 1.2369 3.6643 -0.0674 0.0310 -0.0578
O -7.4941 0.4714 4.6931 0.0055 0.0139 0.0108
C -6.7455 0.2867 5.8834 -0.0267 -0.0897 0.0339
C -6.7572 1.4828 6.8074 0.1494 0.0544 0.0175
O -5.8444 2.4721 6.3666 -0.1264 0.0213 -0.1408
C -6.0971 3.7280 6.9508 0.0771 -0.0375 0.0135
H -3.5233 -0.3638 1.9830 -0.0265 -0.0696 -0.0111
H -2.8574 -0.5840 3.6194 -0.0041 0.0288 0.0152
H -4.2333 -1.5731 3.0863 0.0042 -0.0051 -0.0512
H -6.2281 -0.5284 2.6515 -0.0269 -0.0050 -0.0179
H -5.6870 0.9977 1.9091 -0.0503 -0.0695 -0.0528
H -7.7026 1.4915 2.9846 -0.0061 0.0106 0.0092
H -6.4673 2.1664 4.0554 0.0920 -0.0373 0.0222
H -5.7209 -0.0218 5.6659 0.0372 0.0955 -0.0070
H -7.2440 -0.5331 6.4049 0.0062 -0.0116 -0.0071
H -6.4709 1.1565 7.8175 -0.0903 -0.0027 0.0287
H -7.7730 1.8957 6.8470 -0.0195 -0.0176 0.0136
H -7.0970 4.0925 6.6869 -0.0070 -0.0029 0.0455
H -5.3551 4.4244 6.5656 0.0138 -0.0065 0.0047
H -6.0099 3.6853 8.0431 -0.0323 0.0192 0.0040
```
Forces are in eV/Å.

The value obtained for the largest force on an atom is 0.62 eV/A. Its SMILES is CCCCCC[C@@H]1C[C@H](F)CS(=O)(=O)O1.COCCOCCOC.COCCOCCOC. As for the gap between HOMO and LUMO: 9.89 eV.